Entry 1:
Below is a structure of composition C33H52BrF5GeMoN2OSi4Te, with properties calculated with ωB97M-V/def2-TZVPD.

```
101
Properties=species:S:1:pos:R:3:forces:R:3
H 3.655 2.055 -2.071 -0.03 0.01 0.09
C -3.275 3.069 -2.770 0.01 0.03 0.12
H 4.296 -2.959 1.074 -0.02 0.02 0.08
C -0.565 -2.320 -1.208 0.15 -0.04 0.21
C 2.036 -2.325 4.327 -0.05 -0.08 0.07
H -2.661 1.827 -6.375 0.00 0.01 0.06
H -2.915 -0.251 2.671 -0.10 0.01 -0.02
F -5.075 0.070 1.279 -0.17 0.12 -0.17
H -0.604 -2.873 1.639 0.07 -0.15 -0.03
H -4.842 2.816 -5.758 0.05 0.00 0.04
H 1.027 -2.590 4.653 0.10 0.06 0.01
C -1.556 -4.484 -1.908 0.07 -0.08 -0.03
Mo -0.796 -0.593 0.064 0.20 0.21 -0.95
H -0.295 0.994 2.381 0.19 0.13 0.10
F -3.664 -1.957 0.810 0.07 0.08 0.15
Br -2.687 -0.699 -3.096 0.14 -0.02 0.02
Si -0.656 2.395 -1.880 -0.10 -0.36 0.21
H 3.872 2.199 -0.318 -0.07 -0.11 -0.10
H 0.888 0.911 4.397 0.08 0.02 -0.01
H -0.341 7.142 1.325 0.00 -0.05 -0.04
C -4.277 3.182 -3.722 0.00 -0.02 0.00
H 5.016 -0.751 0.085 -0.07 0.00 -0.10
C 0.409 4.850 -1.054 0.10 0.00 -0.05
H -1.885 0.341 3.960 0.08 0.03 0.10
C -0.401 6.233 0.737 -0.01 -0.03 -0.02
H 1.192 -4.713 3.059 -0.01 0.03 -0.09
Te -3.924 -0.129 -0.156 -0.48 -0.24 -0.12
Ge 1.718 -0.570 1.087 0.78 -0.12 0.60
H 2.279 -1.337 4.711 0.02 0.02 -0.05
C -0.312 -5.125 -1.663 -0.04 -0.04 -0.01
H 1.870 2.365 4.562 0.00 -0.10 0.01
H 2.372 0.087 -3.429 0.00 -0.08 0.03
H 1.070 3.345 2.396 0.05 -0.03 -0.09
H 0.933 -0.481 -2.583 -0.04 0.06 0.03
H 2.142 -4.885 1.583 -0.04 0.08 0.03
Si 2.256 -2.586 2.485 0.11 0.14 -0.21
C 4.368 1.355 2.487 0.11 -0.07 0.01
C 3.193 1.842 -1.098 0.12 0.07 0.01
H -1.758 -2.193 3.763 -0.07 -0.02 0.02
C -3.807 -3.249 -2.946 0.05 -0.03 0.03
H 2.269 -1.594 -2.863 -0.03 0.12 0.03
C -2.833 2.169 -5.361 -0.04 0.02 -0.06
C 0.493 6.015 -0.303 -0.04 0.00 0.05
H 0.606 2.273 -2.642 0.04 -0.03 -0.01
H -2.579 -6.332 -2.320 0.00 0.06 -0.01
H 4.379 -1.992 -1.023 0.02 0.09 0.03
C 1.894 1.315 4.247 0.01 -0.03 0.04
H 2.715 -3.043 4.807 -0.07 0.08 -0.06
C -0.562 3.882 -0.778 -0.02 0.08 0.05
H -4.635 -2.759 -3.437 -0.02 0.01 0.00
H 1.113 4.701 -1.870 -0.07 -0.02 0.08
H 4.833 1.377 1.498 -0.07 -0.01 0.10
Si 2.496 1.326 2.461 -0.21 -0.01 -0.05
C 1.432 -4.235 2.103 0.07 -0.09 -0.06
H -5.231 3.618 -3.454 0.03 -0.01 0.01
C -1.241 -1.531 3.070 0.00 -0.06 -0.09
C -1.834 2.060 -4.408 0.15 0.02 -0.06
C -1.631 -3.065 -1.849 0.06 -0.09 0.00
F -3.162 1.589 0.730 -0.14 -0.05 0.10
C 4.091 -2.750 2.125 0.08 -0.02 0.03
C -1.386 5.289 1.013 0.04 0.07 0.02
F -4.759 1.198 -1.195 -0.12 0.13 0.17
H 2.572 0.790 4.924 -0.06 -0.01 -0.06
C -1.882 -0.168 2.999 0.01 0.06 -0.14
C -2.740 -2.505 -2.516 -0.28 0.05 -0.06
F -5.193 -1.197 -1.044 -0.06 -0.05 0.04
H 1.493 -2.516 -0.649 0.02 0.02 0.04
C -3.798 -4.644 -2.791 -0.01 -0.01 0.00
H -0.871 1.639 -4.692 -0.11 0.02 0.03
N -1.132 0.596 1.976 -0.23 0.07 -0.09
C -2.663 -5.251 -2.334 -0.05 -0.05 -0.01
C 1.740 2.856 1.680 0.03 0.22 0.04
Si 2.891 0.006 -1.069 -0.21 -0.06 -0.04
H 4.776 0.500 3.038 -0.06 0.09 -0.06
H 1.759 -4.852 -1.248 -0.02 0.01 0.00
H 1.250 6.756 -0.533 -0.03 -0.04 0.01
H 5.157 -0.543 -1.668 -0.05 -0.06 0.09
H 0.535 -4.237 1.487 0.03 -0.05 -0.03
H -4.654 -5.225 -3.109 0.06 0.04 0.02
C 4.504 -0.918 -0.867 0.10 -0.04 -0.03
H -3.463 3.418 -1.759 0.01 0.00 -0.10
C -1.471 4.128 0.259 -0.15 -0.25 0.07
H -0.250 -6.201 -1.788 0.00 0.09 0.02
C 0.624 -3.012 -1.058 -0.07 -0.17 0.11
H -1.721 1.367 1.609 0.07 -0.22 0.13
O -0.713 0.971 -0.935 0.15 0.21 -0.05
C 0.787 -4.386 -1.356 0.00 0.04 0.12
H -2.259 3.404 0.480 0.25 0.28 -0.09
H -2.098 5.466 1.810 0.03 0.00 -0.04
N -1.224 -2.080 1.699 -0.27 0.17 -0.09
H -0.210 -1.425 3.403 0.04 0.01 0.05
H 1.163 2.667 0.776 -0.03 -0.03 0.04
H 4.677 2.261 3.021 -0.02 -0.08 -0.05
C 2.016 -0.559 -2.616 0.16 0.03 -0.12
H 4.447 -3.610 2.707 -0.01 0.11 -0.05
H 2.276 2.421 -1.038 -0.04 0.05 -0.06
C -2.042 2.497 -3.094 -0.03 0.02 -0.07
C -4.058 2.729 -5.015 -0.01 -0.01 -0.03
H 2.510 3.589 1.411 -0.08 -0.09 0.05
H -2.179 -2.376 1.421 0.10 0.02 0.14
H 4.679 -1.877 2.429 -0.10 -0.10 -0.05
```
Positions in Å, forces in eV/Å.

Frontier orbital gap (alpha / beta), eV: 6.394 / 4.725
Multiplicity: 4
HOMO level (alpha / beta), eV: -10.6146 / -10.6389
Net charge: +1

=====

Entry 2:
Below is a structure of composition C8H4ClMnN2O4S3, with properties calculated with ωB97M-V/def2-TZVPD.

```
23
Properties=species:S:1:pos:R:3:forces:R:3
O 2.013 0.959 -2.439 -0.35 0.07 0.04
O 0.470 1.444 -4.121 -0.14 -0.15 0.35
Mn -0.117 -0.176 -2.476 0.25 -0.08 -0.27
S -2.596 0.213 -2.144 -0.05 0.01 0.02
S 0.588 -2.417 -3.139 0.06 0.13 -0.09
C -1.170 0.058 3.204 0.04 -0.01 0.01
O 0.607 2.852 -2.220 0.17 -0.09 -0.20
S -2.838 0.241 0.919 -0.02 0.01 0.04
N -0.825 -3.693 -1.032 0.02 0.00 0.00
H -2.006 0.175 3.881 0.01 0.00 0.00
C -1.361 0.062 1.829 -0.09 0.00 -0.04
C -0.289 -0.092 0.944 -0.01 -0.05 0.02
N -0.649 -0.066 -0.388 0.14 0.12 -0.06
C -0.253 -3.164 -1.889 -0.10 -0.05 0.10
C 0.120 -0.100 3.685 -0.02 0.00 -0.03
C -1.939 0.114 -0.571 -0.02 -0.03 0.01
H 0.296 -0.107 4.753 0.00 0.00 0.00
C 1.002 -0.251 1.436 0.02 0.00 -0.02
C 1.194 -0.254 2.805 -0.01 0.00 0.02
H 2.193 -0.377 3.203 0.00 0.00 -0.01
Cl 1.379 2.079 -3.152 0.27 0.30 -0.04
H 1.824 -0.369 0.741 0.01 0.00 0.02
O 2.356 2.869 -3.827 -0.19 -0.20 0.13
```
Positions in Å, forces in eV/Å.

Frontier orbital gap (alpha / beta), eV: 8.047 / 8.070
Multiplicity: 6
HOMO level (alpha / beta), eV: -5.4198 / -5.4483
Net charge: -1

=====

Entry 3:
Below is a cluster of 8 separate species, C51H109N10O5P in total in a non-equilibrium geometry, with properties calculated with ωB97M-V/def2-TZVPD.

```
176
Properties=species:S:1:pos:R:3:forces:R:3
O 0.085 0.890 2.605 -0.26 -0.12 -0.79
H 1.000 5.828 4.682 0.58 -0.51 0.74
H -5.816 1.317 2.709 0.69 -0.41 -0.26
H -6.293 -1.179 6.702 0.19 -0.13 0.34
H 7.253 0.194 -8.759 -0.27 -0.20 0.05
O -1.420 0.505 1.010 1.01 0.06 0.40
H -0.071 7.678 3.667 -0.04 -0.68 0.28
H 8.448 0.592 -7.626 -0.18 0.43 0.40
H -0.895 1.637 -4.798 0.12 0.01 -0.03
H 1.601 4.499 1.280 0.07 0.04 0.32
H 3.994 -3.694 -3.910 0.02 0.12 0.47
H 2.501 -1.145 0.727 0.16 0.30 0.03
H -0.193 2.939 -10.387 -0.07 0.33 0.08
H 4.928 -0.250 -9.068 -0.09 0.21 -0.15
H -6.796 -3.305 -0.875 0.18 0.10 -0.14
H -1.319 -0.791 -7.554 0.28 -0.11 0.02
H 3.378 0.199 -3.998 0.36 0.14 -0.06
C -5.585 1.537 5.727 -0.02 -0.31 0.07
H -8.247 -2.405 -0.566 0.04 0.24 0.06
C 0.650 -0.257 9.365 -0.08 -0.74 0.10
H 0.806 -1.336 9.331 0.40 0.07 0.05
H 6.004 0.384 -5.078 -0.11 0.02 0.05
O -2.019 1.484 2.998 -0.28 -0.55 -1.11
C 0.414 1.752 7.950 -0.77 -0.96 -0.14
C 1.414 5.192 3.901 -0.48 0.43 -0.66
C -0.558 0.711 -5.266 -0.42 -0.03 1.45
C -1.452 -3.280 0.692 -0.09 -0.31 -0.96
C 2.994 -0.560 -8.236 -0.74 0.23 -0.69
H 1.975 -1.173 7.589 0.91 -0.14 -0.50
H 3.985 -6.371 -4.545 -0.31 -0.35 0.25
H 6.388 -3.956 -5.718 0.23 -0.10 0.24
C 3.641 -0.729 -3.485 0.60 -0.36 -0.26
C -7.278 -2.348 -1.059 -0.43 -0.28 0.10
C -3.752 2.103 6.737 0.17 -0.09 0.58
C 3.477 -0.069 -0.955 -0.89 0.08 0.82
C -5.539 2.919 1.243 1.22 -0.67 -0.33
H 1.868 3.486 5.063 0.10 0.28 0.08
H 2.465 5.389 3.690 -0.04 0.41 0.16
H -1.405 -0.108 7.873 -0.30 -0.42 -0.13
H 3.724 -0.638 -10.289 0.00 -0.36 -0.04
C 5.015 -3.364 -4.130 0.03 -0.01 0.56
C 5.576 -4.390 -5.130 -0.08 0.86 -0.78
C -0.769 5.153 2.615 2.25 0.40 0.10
H -5.699 3.059 0.175 -0.65 0.38 0.15
H -1.500 -4.170 0.062 0.26 -0.18 0.24
H 6.878 -5.651 -3.919 -0.21 0.30 0.33
H 6.713 0.940 -7.257 0.12 0.08 0.07
C 1.299 3.688 4.150 -0.39 -0.06 0.19
C -3.065 -4.595 2.106 -0.23 0.13 -1.12
H -5.036 -5.039 4.572 -0.12 -0.25 0.04
H -7.441 -1.017 9.012 -0.04 -0.08 -0.29
H 0.161 -0.583 5.250 -0.10 -0.44 0.05
C 3.517 -0.410 -6.813 -0.44 0.73 -0.80
C -4.898 -5.377 3.543 -0.30 0.24 1.47
H -2.470 -0.293 -5.513 -0.13 -0.04 0.25
C 5.976 -5.711 -4.532 0.56 -1.03 0.28
H 0.795 2.200 7.039 0.46 -0.19 0.13
H -4.374 -6.327 3.603 -0.04 0.01 -0.34
H -7.461 -2.205 -2.122 0.29 0.15 0.00
H 5.053 -7.572 -3.789 0.11 0.02 -0.20
H -7.974 0.090 0.333 -0.08 -0.26 -0.13
H 5.603 -3.318 -3.208 -0.06 -0.37 0.09
H -5.891 -5.460 3.107 0.22 -0.02 -0.40
H 4.812 -4.600 -5.887 -0.17 0.11 0.11
C -0.423 0.753 -8.851 -0.39 0.75 -1.34
C 0.084 2.103 -7.222 -0.52 0.50 -0.95
C 7.486 -1.186 -5.509 0.24 -0.48 -0.15
C -5.110 -1.315 -0.262 0.30 -0.58 -0.40
O 1.834 2.920 3.104 -0.43 0.13 -0.43
H -3.436 3.965 4.718 0.35 -0.52 0.31
C -4.326 1.090 7.474 0.15 1.17 -0.64
H -3.827 0.261 0.753 0.37 -0.60 -0.15
N -2.534 -3.432 1.675 0.34 -1.11 0.84
H 4.544 -6.206 -2.859 0.10 0.36 -0.05
N -0.397 0.975 -6.675 -0.09 0.21 -1.24
H -7.100 0.681 9.013 0.47 0.04 0.42
C -0.783 0.128 -7.707 0.66 0.41 0.03
H 0.642 5.875 0.654 0.21 -0.09 -0.24
H -5.773 -0.602 9.200 -0.04 0.41 0.28
H 0.635 -2.776 0.460 0.11 -0.32 0.03
H 4.088 0.236 -0.104 0.38 0.37 -0.42
H 4.323 0.330 -6.844 0.03 -0.02 0.21
H 0.374 0.407 -4.784 0.30 0.34 -0.39
C 4.010 -1.727 -6.255 0.56 0.23 0.77
H -0.467 0.310 0.833 -0.75 -0.32 -0.92
H 3.247 -2.507 -6.229 0.01 -0.03 -0.10
C -6.110 1.584 1.693 -0.76 0.75 0.07
N -4.066 -4.351 2.932 0.82 0.74 0.08
H -1.745 -0.400 -3.866 -0.17 0.22 -0.06
H 6.559 -0.508 -3.648 0.29 0.22 -0.08
C -4.079 -2.987 3.175 0.39 0.38 -0.33
C -3.117 -2.417 2.377 -0.90 -0.30 0.36
N 0.046 2.024 -8.570 -0.23 -1.78 2.76
H 3.083 -2.177 -0.549 -0.17 -0.09 -0.07
N 0.624 5.801 2.720 0.41 -0.65 -0.48
C 6.295 -0.598 -4.704 0.18 -1.16 -0.08
H 2.487 0.352 -8.578 0.30 0.37 0.43
H -4.445 2.907 1.298 0.02 -0.04 0.32
C 0.448 3.039 -9.514 0.44 -0.07 -0.77
H -4.073 2.657 3.630 0.20 0.27 -0.05
N -5.488 0.763 6.811 0.05 0.16 -0.20
H 5.080 0.356 -2.329 -0.02 0.03 0.11
C -6.693 -0.283 8.712 -0.07 -0.49 -0.08
H -0.526 0.505 -9.896 -0.17 -0.42 0.14
H -1.828 -2.509 0.015 0.43 0.35 0.18
H -2.950 2.791 6.946 0.28 -0.43 0.09
H 1.469 2.832 -9.839 0.01 0.15 0.07
H -0.380 -1.570 7.463 -0.23 0.03 0.37
H -7.186 1.711 1.836 -0.11 -0.20 -0.52
C 2.616 -1.208 -0.354 0.01 -0.10 -0.59
C -1.120 1.001 2.256 -0.01 0.75 2.49
C -4.227 3.247 4.529 -1.58 0.63 0.28
H -5.137 3.855 4.538 0.13 0.15 -0.93
C -0.048 -3.017 1.268 -1.57 0.35 0.12
H -4.043 0.711 8.440 -0.14 -0.12 -0.06
H -5.895 3.724 1.880 -0.22 0.09 -0.31
H -6.444 1.489 5.077 0.14 0.17 -0.17
H 4.431 -1.887 -9.175 -0.24 -0.14 -0.44
P 4.805 -1.647 -4.613 -1.16 1.00 -1.12
H 2.221 6.207 1.355 0.14 -0.21 0.13
N -5.910 0.485 0.727 -0.86 -1.53 -0.01
H 2.657 0.054 -6.317 0.30 -0.28 0.81
N -6.467 -1.271 -0.464 -0.80 0.14 1.38
H 0.822 2.143 8.877 0.12 0.16 -0.17
H 7.736 -2.206 -5.203 -0.56 -0.16 0.15
H 6.343 -6.287 -5.386 -0.19 -0.17 -0.01
H 1.451 0.238 9.906 -0.10 -0.01 0.08
H 0.253 -3.874 1.865 0.33 0.06 -0.09
H 4.870 -2.063 -6.839 -0.38 -0.27 -0.35
C -6.948 -0.232 0.235 1.06 0.82 -0.61
H 6.614 -1.786 -7.488 -0.15 -0.01 0.33
H -4.578 -2.225 -0.491 0.21 0.30 -0.46
C 0.563 7.292 2.869 -0.29 0.37 -0.24
H 2.795 0.756 -1.185 0.25 0.16 -0.04
H 4.904 -1.301 -1.770 0.23 -0.13 -0.46
N 0.615 0.227 7.954 0.26 1.08 -0.66
O -0.948 1.073 5.581 -0.63 0.27 -0.20
H 2.130 -1.236 -8.207 0.38 -0.53 -0.21
H 8.391 -0.695 -5.145 -0.09 0.55 -0.38
H 1.171 2.237 2.847 0.39 0.06 0.26
H -0.660 1.894 7.873 -0.01 0.23 0.46
C 1.972 -0.120 7.308 -2.08 -1.26 1.22
H -2.861 -1.387 2.186 0.12 -0.02 0.24
C 7.422 0.226 -7.681 0.13 0.08 -0.26
H -0.524 4.305 1.982 -0.81 -0.35 0.16
H -1.107 -1.376 -5.146 -0.12 -0.02 -0.20
C 1.357 5.549 1.409 -0.84 0.60 0.01
H 0.247 3.051 -6.735 0.34 -0.24 0.38
C -1.551 -0.401 -4.937 0.27 -0.12 -0.48
H 1.601 -1.190 -0.762 0.08 -0.24 -0.20
H 0.129 7.680 1.948 0.24 0.07 -0.07
C 7.400 -1.167 -7.053 0.61 0.56 -0.22
H 1.871 -0.026 6.234 0.48 0.50 0.05
H -7.462 0.124 6.798 0.08 -0.04 -0.21
H 1.564 7.690 3.022 0.04 -0.11 -0.13
H -1.571 -0.928 5.424 -0.09 -0.01 0.21
C -6.523 -0.246 7.213 -0.41 0.57 -0.37
H -0.140 -2.128 1.896 0.33 -0.04 0.17
C 4.831 -6.510 -3.866 0.23 0.50 -0.54
C -0.750 -0.305 5.792 0.84 0.93 0.53
H -0.974 4.859 3.637 -0.78 0.02 -0.17
H -1.271 1.245 4.668 0.13 -0.13 0.00
N -4.520 2.348 5.636 -0.09 -1.28 1.02
H -2.838 -5.597 1.773 0.27 0.14 -0.19
C 4.051 -0.870 -9.279 0.52 -0.19 0.62
H -4.684 -2.517 3.930 -0.26 -0.18 -0.13
H 8.321 -1.584 -7.466 -0.03 -0.54 0.42
H 0.388 4.025 -9.062 -0.11 -0.03 -0.08
C -4.735 -0.218 0.418 -0.77 1.72 0.90
H -1.450 5.854 2.142 -0.12 -0.06 0.16
H 0.275 3.377 4.379 -0.05 0.05 -0.08
H 2.748 0.401 7.860 0.11 0.26 -0.46
H 2.678 -1.246 -3.458 0.23 -0.44 0.44
C 4.353 -0.434 -2.149 -0.40 -0.33 0.59
C -0.568 -0.508 7.308 0.83 0.23 -0.86
H -0.319 -0.173 9.856 0.04 0.66 -0.07
```
Positions in Å, forces in eV/Å.

Frontier orbital gap, eV: 9.199
HOMO level, eV: -20.1781
Net charge: +6